# C5H14N2O2

An isolated molecule of C5H14N2O2 (wB97M-V/def2-TZVPD, the Open Molecules 2025 dataset).

Structure (XYZ):
```
23
Properties=species:S:1:pos:R:3
C -0.72149 1.26422 -0.86757
C -1.90578 1.48580 0.05818
O 0.96820 0.98152 0.99722
O 2.00226 1.82042 0.52548
H 2.82025 1.30332 0.61740
H 0.00062 2.07517 -0.79764
H -1.04102 1.24031 -1.90967
H -1.58116 1.67189 1.07852
H -2.58049 0.63149 0.04704
H -2.46534 2.35557 -0.28562
C -0.82523 -1.26713 -1.15411
C 0.31116 -1.18143 1.52381
C 0.83673 -0.32267 0.36764
N 2.15142 -0.79031 -0.03104
N 0.01276 -0.14612 -0.79458
H 2.22385 -1.79696 0.01802
H 2.34934 -0.48397 -0.97747
H -1.66251 -1.43914 -0.46371
H -0.22452 -2.17719 -1.21674
H -1.24489 -1.07689 -2.14295
H -0.63782 -0.78623 1.87106
H 0.17520 -2.21167 1.20592
H 1.03847 -1.14999 2.33081
```

Values from the calculation:
frontier orbital gap = 9.35 eV
multiplicity = 1
strongest force on any atom = 2.93 eV/A
SMILES string = CCN(C)[C@@](C)(N)OO

Here are the Mulliken charges for atoms 1 to 2, given in e:
1 C -0.488
2 C -1.025

=====

# C3H11O4P2S

An isolated ion of composition C3H11O4P2S and charge +1 (wB97M-V/def2-TZVPD, the Open Molecules 2025 dataset).

Structure (XYZ):
```
21
Properties=species:S:1:pos:R:3
C 1.68103 1.32832 0.30995
C 2.05048 0.32844 -0.77868
C 1.78339 -1.10566 -0.40042
O 0.36126 -1.47834 -0.61765
P -0.84950 -1.23066 0.30318
O -0.48076 -0.92401 1.80178
P -2.19899 0.37281 -0.49795
O -3.46901 -0.59034 -0.50783
O -2.37380 1.31337 0.77028
S -1.54351 1.18505 -2.05428
H 2.37093 1.27532 1.15376
H 1.69880 2.34880 -0.07131
H 0.65778 1.18714 0.68366
H 1.52760 0.55403 -1.70843
H 3.11895 0.39530 -0.99954
H 2.00036 -1.31307 0.64958
H 2.32827 -1.82328 -1.00677
H -1.52652 -2.44650 0.39924
H 0.04047 -0.12858 1.99322
H -4.26497 -0.22377 -0.92023
H -2.91224 0.97564 1.49847
```

Values from the calculation:
frontier orbital gap = 10.05 eV
multiplicity = 1
strongest force on any atom = 0.23 eV/A
charge = +1

Here are the Mulliken charges for atoms 1 to 2, given in e:
1 C -0.749
2 C -0.219

=====

# C5H10BNO

A 2-piece molecular cluster, C5H10BNO overall (wB97M-V/def2-TZVPD, the Open Molecules 2025 dataset).

Structure (XYZ):
```
18
Properties=species:S:1:pos:R:3
B 0.35456 -0.17657 0.45606
C 3.24531 2.09468 -0.22912
C 2.35523 1.27191 -0.75906
C -1.81061 -0.86074 0.86999
C -0.76237 -1.78842 1.57881
C -1.43545 0.17674 -1.45746
N -0.93905 -0.16441 -0.07719
O 0.45337 -1.12440 1.42777
H 3.97577 2.77685 -0.74762
H 3.39846 2.16838 0.89062
H 2.22032 1.12441 -1.80134
H -2.47404 -1.34098 0.19954
H -2.21779 -0.06210 1.55154
H -1.03778 -1.82958 2.54961
H -0.69717 -2.78313 1.05197
H -2.14871 -0.61895 -1.61016
H -1.80821 1.21442 -1.59893
H -0.67186 -0.07809 -2.29503
```

Values from the calculation:
frontier orbital gap (spin up / spin down) = 8.51 / 8.51 eV
multiplicity = 1
strongest force on any atom = 4.05 eV/A

Here are the Mulliken charges for atoms 1 to 2, given in e:
1 B 0.301
2 C -0.449

=====

# C20H16N2O3

An isolated molecule of C20H16N2O3 (wB97M-V/def2-TZVPD, the Open Molecules 2025 dataset).

Structure (XYZ):
```
41
Properties=species:S:1:pos:R:3
O -1.94268 0.20443 2.54118
N 3.03824 -3.75014 0.36405
O -1.90651 -0.53405 0.42184
O 1.70644 -0.31533 -0.27081
C -2.31104 0.27839 1.36102
C -0.55130 -4.13278 2.14013
C -1.15511 -2.91019 1.77840
C -0.61411 -0.91710 0.44795
C 0.35358 -0.06772 -0.16523
C 0.61478 -4.22282 1.56368
C -0.28970 -2.28481 1.00233
C 4.28008 -3.38016 -0.04767
C 2.15201 -2.72467 0.34600
C 4.74202 -2.14601 -0.47139
C 3.76146 -1.15081 -0.53950
C -1.14530 1.30135 -1.54658
C 0.53036 2.48964 -0.15664
C -1.75044 2.48466 -1.98051
C -0.01356 3.70114 -0.69073
C 2.45419 -1.44963 -0.10338
C -0.08038 1.21278 -0.62067
C -1.21436 3.66778 -1.43303
N 0.90214 -3.02902 0.89546
C -3.34880 1.26038 0.93304
C -1.86233 4.96925 -1.87355
H -1.11234 -4.84835 2.63061
H -2.23980 -2.66890 1.86208
H 1.30946 -5.11291 1.56001
H 5.11620 -4.01057 -0.07588
H 5.77833 -2.10176 -0.87207
H 3.96774 -0.26268 -1.07683
H -1.50915 0.33061 -1.99822
H 1.44133 2.61939 0.45734
H -2.60658 2.54994 -2.56352
H 0.43390 4.69234 -0.50723
H -3.21402 2.13951 1.50342
H -4.33964 0.80576 1.22387
H -3.25701 1.33597 -0.13200
H -1.10224 5.78499 -1.91655
H -2.64264 5.23549 -1.13741
H -2.37322 4.95664 -2.85303
```

Values from the calculation:
frontier orbital gap = 7.72 eV
multiplicity = 1
strongest force on any atom = 6.09 eV/A
SMILES string = CC(=O)OC1=C(c2ccc(C)cc2)Oc2cccnc2-n2cccc21

Here are the Mulliken charges for atoms 1 to 2, given in e:
1 O -0.586
2 N -0.554

=====

# C20H28N6O3

An isolated molecule of C20H28N6O3 (wB97M-V/def2-TZVPD, the Open Molecules 2025 dataset).

Structure (XYZ):
```
57
Properties=species:S:1:pos:R:3
C 3.22429 4.01587 1.04586
H 2.35373 4.34133 0.48506
H 2.89369 3.71582 2.03538
H 3.91831 4.84674 1.14088
C 3.89880 2.84883 0.33937
C 2.97453 1.68926 0.15538
N 1.76723 1.74284 0.56282
N 0.92576 0.70716 0.39373
C 1.25601 -0.48118 -0.21806
O 0.42987 -1.37397 -0.36249
C 2.63119 -0.55055 -0.65509
C 3.32288 -1.57380 -1.28116
C 4.61530 -1.07128 -1.47393
C 4.68536 0.23628 -0.96906
N 3.46416 0.55774 -0.46389
C 6.00987 0.68091 -1.19609
C 6.62302 -0.37305 -1.80798
O 5.80378 -1.43845 -1.98592
H 7.62998 -0.48088 -2.15970
H 6.45686 1.62255 -0.95467
H 2.92204 -2.53014 -1.54336
C -0.40751 0.91955 0.91899
H -0.34099 1.69843 1.67851
H -0.76291 -0.02021 1.34842
C -1.41317 1.36972 -0.15754
O -1.95655 2.45413 -0.11816
N -1.58561 0.45497 -1.11962
H -1.16761 -0.46080 -0.98994
C -2.58354 0.58817 -2.15112
C -3.68584 -0.46174 -2.00966
H -3.24171 -1.45561 -2.08406
H -4.38928 -0.34036 -2.83528
C -4.44396 -0.33438 -0.68377
N -3.62249 -0.76579 0.43545
C -3.87464 -0.07094 1.68157
C -5.16764 -0.52113 2.36839
N -5.09020 -1.94687 2.63412
C -6.23546 -2.42289 3.37557
H -6.10426 -3.48248 3.59193
H -6.30035 -1.87906 4.31709
H -7.18426 -2.29167 2.82884
C -4.91115 -2.67602 1.39164
C -3.64054 -2.19556 0.67886
H -3.52853 -2.72684 -0.26747
H -2.77768 -2.42919 1.30880
H -4.81393 -3.73928 1.62446
H -5.78714 -2.55397 0.72548
H -5.27885 0.00351 3.32023
H -6.03899 -0.27157 1.73367
H -3.89132 1.00452 1.49720
H -3.04115 -0.29521 2.35413
H -4.70171 0.71624 -0.53303
H -5.38402 -0.90241 -0.76071
H -2.10420 0.48562 -3.13183
H -3.00017 1.59464 -2.06422
H 4.25649 3.15983 -0.64695
H 4.76825 2.50973 0.91085
```

Values from the calculation:
frontier orbital gap = 8.31 eV
multiplicity = 1
strongest force on any atom = 1.67 eV/A
SMILES string = CCc1nn(CC(=O)NCCCN2CCN(C)CC2)c(=O)c2cc3occc3n12

Here are the Mulliken charges for atoms 1 to 2, given in e:
1 C -1.543
2 H 0.337

=====

# C4H4FN

An isolated molecule of C4H4FN (wB97M-V/def2-TZVPD, the Open Molecules 2025 dataset).

Structure (XYZ):
```
10
Properties=species:S:1:pos:R:3
C -1.94403 -0.31199 0.83097
C -0.93929 -0.23342 -0.16896
C -1.27918 0.75901 1.36192
C 1.41347 0.65627 -0.14652
N 0.07234 0.28741 0.51864
F 1.31090 0.83311 -1.45394
H -2.84299 -0.70725 0.85908
H -1.13685 -0.23534 -1.28435
H 2.01436 1.58972 0.24006
H 1.97557 -0.24573 0.01037
```

Values from the calculation:
frontier orbital gap = 9.43 eV
multiplicity = 1
strongest force on any atom = 4.67 eV/A
SMILES string = FCN1C2=C[C@@H]21

Here are the Mulliken charges for atoms 1 to 2, given in e:
1 C -0.341
2 C -0.030

=====

> multiplicity of number 2 (C3H11O4P2S)?

1